{
  "formula": "C40H31AuINO4",
  "method": "the ωB97M-V functional and the def2-TZVPD basis",
  "charge": 0,
  "gap_ev": 7.3,
  "e_homo_ev": -8.7,
  "species": ["H", "H", "O", "C", "C", "H", "C", "H", "H", "C", "H", "H", "C", "C", "C", "C", "O", "C", "H", "O", "H", "C", "H", "C", "N", "C", "C", "H", "H", "C", "C", "C", "H", "H", "H", "H", "H", "C", "H", "C", "C", "H", "H", "H", "C", "C", "C", "H", "C", "H", "C", "H", "O", "C", "C", "C", "I", "C", "C", "C", "H", "H", "C", "C", "H", "H", "C", "C", "C", "Au", "C", "C", "C", "H", "H", "C", "C", "H"],
  "xyz": [[-1.227, -6.197, 3.724], [2.781, 3.820, 2.958], [-1.173, 0.799, -1.252], [-3.881, -1.650, -4.604], [4.037, 0.808, -1.877], [0.729, -0.815, -3.592], [2.307, 5.119, -0.353], [-4.812, -1.754, -2.675], [-0.926, -0.131, -5.239], [-0.091, 3.942, 0.394], [-0.589, 2.022, 6.072], [-3.335, -6.356, -0.010], [-0.088, 5.122, -0.334], [1.068, 2.103, 1.675], [2.977, 0.277, -2.596], [1.106, 3.346, 0.780], [-0.569, -1.712, 1.923], [1.789, 0.024, -1.931], [-1.281, 5.033, -3.305], [-1.126, -2.000, -0.174], [2.069, 0.257, 2.040], [-0.991, 2.949, -2.913], [0.296, 5.090, -5.212], [-1.527, -5.726, 2.798], [1.668, 0.271, -0.625], [2.299, 1.175, 1.490], [2.301, 3.947, 0.396], [-4.676, -2.181, -5.111], [3.251, 3.506, 0.676], [-0.679, 0.461, -2.560], [2.045, 3.404, 3.636], [-2.326, -6.407, 1.886], [3.165, 1.622, 1.976], [4.980, 1.010, -2.371], [-2.710, -1.362, -6.382], [1.469, 3.009, -5.882], [-3.000, -0.537, -1.525], [2.653, 0.839, 0.062], [-2.570, -4.054, -0.532], [0.158, 2.413, 5.392], [-2.937, -0.722, -2.586], [-0.508, -3.880, 3.208], [1.155, 3.572, 6.901], [3.249, 5.564, -0.647], [-2.778, -1.191, -5.315], [0.119, 4.165, -4.677], [-2.713, -5.815, 0.690], [-1.032, 5.575, -0.614], [-1.040, -2.459, 1.023], [-0.641, 1.362, 3.697], [-3.954, -1.410, -3.240], [1.106, 6.628, -1.298], [-0.188, 1.438, 1.497], [3.874, 1.111, -0.535], [-1.767, -0.500, -4.662], [0.122, 2.039, 4.051], [-2.945, -8.338, 2.321], [-0.346, 1.774, -3.283], [0.537, 1.819, -4.361], [-1.120, -4.433, 2.507], [-1.025, 3.476, 0.677], [4.674, 1.561, 0.042], [-0.766, 4.130, -3.608], [0.774, 3.002, -5.051], [1.053, 0.924, -4.685], [0.218, -1.418, -2.037], [1.067, 2.530, 3.158], [1.108, 5.715, -0.715], [1.133, 3.280, 5.858], [-0.477, -0.130, 0.390], [-1.497, -3.837, 1.310], [-2.291, -4.525, 0.402], [-1.828, -0.262, -3.290], [-1.672, 2.935, -2.073], [2.847, 4.460, 5.318], [2.082, 3.776, 4.971], [0.531, -0.515, -2.564], [3.065, 0.062, -3.654]],
  "forces_ev_per_a": [[0.0, 0.0, 0.0], [0.0, 0.0, 0.0], [0.7, 0.2, -0.1], [0.1, 0.0, 0.0], [0.0, 0.0, 0.0], [0.0, 0.0, 0.0], [-0.1, 0.0, 0.0], [0.0, 0.0, 0.0], [-0.1, 0.0, 0.0], [0.0, 0.1, 0.1], [0.0, 0.0, 0.0], [0.0, 0.0, 0.0], [0.0, 0.0, 0.0], [-0.7, -0.2, -0.2], [0.1, 0.0, -0.1], [0.1, 0.0, 0.0], [0.1, 0.3, -0.2], [-0.5, 0.0, 0.3], [0.0, 0.0, 0.0], [0.0, -0.1, 0.2], [0.0, 0.0, 0.0], [0.0, 0.0, 0.0], [0.0, 0.0, 0.0], [0.0, 0.1, -0.1], [0.7, 0.0, -0.4], [0.2, -0.1, -0.1], [0.0, 0.0, 0.0], [0.0, 0.0, 0.0], [-0.1, 0.0, 0.0], [-0.3, 0.1, 0.6], [0.0, 0.0, 0.0], [0.1, 0.2, 0.0], [0.0, 0.0, 0.1], [0.0, 0.0, 0.0], [0.0, 0.0, 0.0], [0.0, 0.0, 0.0], [0.0, 0.0, 0.0], [-0.4, 0.0, 0.2], [0.0, 0.0, 0.0], [0.0, 0.0, -0.1], [0.0, 0.0, -0.1], [0.0, 0.0, 0.0], [0.0, 0.0, 0.0], [0.0, 0.0, 0.0], [0.0, 0.0, 0.0], [0.0, 0.0, 0.0], [0.1, 0.1, 0.0], [0.0, 0.0, 0.0], [-0.1, -0.4, -0.2], [0.0, 0.0, 0.0], [0.0, 0.0, 0.0], [0.0, 0.0, 0.0], [0.7, 0.5, 0.0], [0.1, 0.0, 0.0], [0.0, 0.0, 0.0], [0.0, 0.0, 0.1], [-0.1, -0.2, 0.0], [0.0, 0.0, -0.1], [0.0, 0.0, 0.0], [0.0, -0.1, 0.1], [0.0, 0.0, 0.0], [0.0, 0.0, 0.0], [0.0, 0.0, 0.0], [-0.1, -0.1, 0.1], [0.0, 0.0, 0.0], [0.0, 0.0, 0.0], [0.1, 0.1, 0.1], [0.0, 0.0, 0.0], [0.0, 0.0, -0.1], [-1.2, -0.5, 0.0], [0.1, 0.1, 0.1], [0.0, -0.1, -0.1], [0.0, -0.1, -0.1], [0.0, 0.0, 0.0], [0.0, 0.0, 0.0], [-0.1, 0.0, 0.0], [0.2, 0.0, 0.0], [0.0, 0.0, 0.0]],
  "mulliken_charge": [0.373, 0.290, -0.864, -0.409, -0.769, 0.905, -1.229, 0.419, 0.296, -0.039, 0.393, 0.382, -0.994, 2.590, -0.622, 0.102, -0.764, 0.278, 0.414, -0.649, 0.596, -0.333, 0.422, -0.511, 0.347, -1.975, -0.052, 0.403, 0.387, 3.219, -0.270, -0.001, 0.507, 0.428, 0.409, 0.408, 0.469, 0.443, 0.481, -0.846, -0.203, 0.424, 0.392, 0.412, -0.998, -0.593, -0.548, 0.484, 1.145, 0.481, -1.091, 0.414, -0.958, -0.529, -0.217, -0.337, 0.114, -0.060, -0.100, -0.437, 0.494, 0.460, -0.884, -1.337, 0.487, 0.713, -0.396, -0.490, -0.474, 1.705, 0.067, -0.390, -0.494, 0.442, 0.412, -1.024, -2.152, 0.434]
}

***

{
  "formula": "C4H5NO",
  "method": "the ωB97M-V functional and the def2-TZVPD basis",
  "charge": 0,
  "gap_ev": 10.2,
  "smiles": "C=CC#N.C=O",
  "e_homo_ev": -10.1,
  "species": ["H", "C", "C", "H", "H", "H", "C", "C", "H", "O", "N"],
  "xyz": [[-0.568, 1.042, 1.225], [0.391, 0.928, -0.661], [0.289, 0.696, 0.653], [-0.387, 1.466, -1.197], [1.231, 0.558, -1.244], [-0.573, -0.694, -1.429], [-1.103, -0.994, -0.496], [1.291, -0.051, 1.355], [-0.464, -1.648, 0.130], [-2.222, -0.640, -0.232], [2.114, -0.662, 1.894]],
  "forces_ev_per_a": [[0.2, -0.1, -0.1], [0.3, 0.5, 0.4], [0.3, 0.5, -0.1], [0.2, 0.0, 0.2], [0.0, 0.1, 0.2], [-0.6, -0.5, -0.1], [-0.5, -0.4, -0.5], [0.9, -0.4, 0.5], [-0.3, 0.0, 0.2], [0.3, -0.4, -0.1], [-0.8, 0.5, -0.5]],
  "mulliken_charge": [0.339, -0.735, -0.360, 0.410, 0.366, 0.245, -0.066, 0.357, 0.287, -0.449, -0.394]
}

***

{
  "formula": "C5H11N2",
  "method": "the ωB97M-V functional and the def2-TZVPD basis",
  "charge": 2,
  "multiplicity": 2,
  "gap_ev": [11.0, 8.1],
  "e_homo_ev": [-19.4, -19.8],
  "species": ["H", "H", "H", "C", "H", "H", "C", "C", "H", "H", "N", "C", "H", "H", "C", "H", "N", "H"],
  "xyz": [[1.380, 3.497, 1.282], [1.127, -3.883, -0.033], [0.813, -1.619, -1.390], [-0.107, -2.355, 0.836], [-0.817, -1.557, -2.304], [0.910, 1.654, 1.206], [-0.999, 1.936, -0.620], [-0.269, -1.736, -1.380], [-0.220, 3.899, -0.290], [-0.554, 1.591, -1.555], [-0.121, 2.935, 0.018], [0.926, -3.265, 0.839], [-1.973, 2.388, -0.791], [1.451, -3.473, 1.769], [0.772, 2.685, 0.886], [-1.106, 1.115, 0.091], [-0.860, -2.042, -0.281], [-0.354, -1.770, 1.715]],
  "forces_ev_per_a": [[-0.1, -0.2, 0.0], [0.1, 0.1, 0.1], [0.0, 0.3, -0.1], [-1.6, 1.0, -0.8], [-0.2, -0.3, 0.2], [0.0, 0.2, 0.1], [0.0, -0.1, 0.5], [-0.9, -0.1, 0.0], [-0.1, 0.1, 0.0], [-0.1, 0.2, 0.0], [0.2, 0.0, -0.1], [-0.4, -1.1, 0.2], [0.0, 0.0, -0.1], [0.2, 0.2, -0.2], [-0.1, 0.1, -0.1], [-0.1, 0.0, -0.2], [2.9, -0.2, 0.5], [-0.1, -0.2, 0.1]],
  "mulliken_spin": [0.000, 0.025, -0.005, 0.203, 0.004, 0.000, -0.001, 0.033, 0.000, 0.000, 0.000, 0.380, 0.000, 0.027, 0.000, 0.001, 0.325, 0.008]
}

***

{
  "formula": "C3H13O5",
  "method": "the ωB97M-V functional and the def2-TZVPD basis",
  "charge": -1,
  "gap_ev": 8.9,
  "e_homo_ev": -5.0,
  "species": ["H", "O", "H", "H", "H", "O", "H", "H", "O", "H", "H", "C", "O", "H", "O", "C", "C", "H", "H", "H", "H"],
  "xyz": [[0.084, -0.464, -2.345], [0.116, 1.759, 0.073], [-0.656, 0.354, -0.801], [0.144, -0.770, 1.474], [2.511, 0.549, 1.716], [2.479, 1.330, 1.153], [-1.191, -1.319, 2.411], [0.237, 2.713, 0.026], [-1.495, 0.400, 1.644], [-0.965, 1.183, 1.157], [-2.438, -1.931, -0.035], [-1.406, -1.589, 0.071], [-0.597, -1.108, -2.133], [1.504, 1.398, 0.873], [2.164, 0.188, -1.608], [-0.963, -0.890, 1.360], [-1.271, -0.513, -1.009], [-2.196, -0.120, -1.393], [-0.646, -2.385, -0.067], [2.976, 0.250, -1.106], [1.607, 0.966, -1.460]],
  "forces_ev_per_a": [[0.3, -0.4, -0.2], [0.4, 0.6, 0.2], [-0.3, -0.1, 1.1], [-0.5, -0.5, -1.0], [0.0, 0.1, -0.1], [-0.1, -0.3, 0.3], [0.0, -0.8, -1.9], [-0.1, 0.0, 0.1], [0.0, 1.7, -1.2], [-0.5, -2.0, 0.2], [0.1, -0.4, 0.9], [0.7, 1.4, 0.4], [0.0, -0.1, -0.8], [0.2, 0.2, -0.4], [-0.2, -0.5, -1.2], [0.1, 0.9, 3.7], [1.2, -0.7, -1.3], [-0.9, 0.0, 0.3], [-0.7, 0.3, -0.4], [-0.3, 0.5, 0.5], [0.3, 0.1, 0.9]],
  "mulliken_charge": [0.309, -1.042, -0.316, 0.080, 0.296, -0.709, 0.279, 0.081, -0.605, 0.409, 0.245, -0.333, -0.562, 0.453, -0.665, -0.392, 0.451, 0.166, 0.253, 0.305, 0.296]
}